Molecular formula: C14H50N12O11
Method: DFT, the ωB97M-V functional and the def2-TZVPD basis

```
87
Properties=species:S:1:pos:R:3:lowdin_charge:R:1
N 0.55398 -2.18806 5.38819 0.19
C 1.04322 -1.37635 4.41901 -0.61
N 1.86902 -0.38747 4.87948 0.19
O 0.77964 -1.49269 3.21118 -0.03
H -0.08731 -2.91709 5.13926 0.12
H 0.86703 -2.01957 6.32159 0.10
H 1.89980 -0.23062 5.86694 0.10
H 2.30973 0.24797 4.24005 0.12
N -0.30665 0.73183 -2.81564 0.19
C 0.56904 1.15562 -3.76160 -0.64
N 0.83099 0.24133 -4.72990 0.17
O 1.16666 2.23989 -3.69812 -0.01
H -0.79778 -0.12752 -2.98072 0.06
H -0.55488 1.37438 -2.08624 0.07
H 0.40732 -0.66831 -4.75402 0.08
H 1.40773 0.59058 -5.47530 0.11
N -3.83519 2.13430 1.51706 0.18
C -3.40813 3.18235 0.76572 -0.64
N -4.02015 4.38251 1.00651 0.16
O -2.59491 3.04824 -0.14753 0.01
H -4.58597 2.31874 2.15388 0.10
H -3.48449 1.22373 1.27473 0.06
H -4.61872 4.54084 1.79490 0.09
H -4.03730 5.08340 0.28744 0.11
N -0.40425 3.96821 -1.98634 0.16
C -0.83909 5.02216 -2.71623 -0.67
N -0.33085 5.05913 -3.98894 0.15
O -1.59847 5.91524 -2.32147 -0.02
H 0.23404 3.30914 -2.41134 0.04
H -0.83937 3.83605 -1.08811 0.06
H -0.60639 5.77552 -4.62755 0.09
H 0.32001 4.34280 -4.26919 0.07
N 1.77393 -4.23973 2.95603 0.15
C 2.62846 -4.33032 1.90208 -0.68
N 2.88380 -3.18032 1.23447 0.18
O 3.22059 -5.39531 1.66457 -0.01
H 1.44030 -5.04387 3.44396 0.10
H 1.41701 -3.30800 3.16370 0.04
H 3.57906 -3.25778 0.50138 0.07
H 2.38443 -2.34212 1.45348 0.07
N 1.96025 3.26644 1.36305 0.15
C 3.08666 3.09963 0.61114 -0.69
N 3.40313 1.80261 0.36183 0.16
O 3.80291 4.03667 0.26987 0.01
H 1.57638 4.18688 1.48011 0.10
H 1.31776 2.53227 1.60388 0.06
H 2.90664 1.04159 0.80175 0.06
H 4.27052 1.58671 -0.09020 0.10
C -3.45829 -0.02950 -1.08206 -0.07
C -3.72086 -1.12686 -0.06753 -0.29
O -3.13949 -0.91299 1.22359 -0.10
H -4.22671 0.74287 -1.03778 0.08
H -3.45212 -0.37082 -2.11586 0.07
H -2.49959 0.42507 -0.82529 0.05
H -3.25777 -2.04691 -0.44002 0.10
H -4.80419 -1.25410 0.03121 0.11
H -2.96637 -1.78094 1.59142 0.09
C 3.99510 -3.00878 -3.05133 -0.08
C 3.92368 -2.02405 -1.87803 -0.29
O 4.78219 -2.52196 -0.85653 -0.11
H 5.03194 -2.97333 -3.40672 0.07
H 3.40937 -2.71339 -3.91978 0.07
H 3.79984 -4.03005 -2.73145 0.08
H 2.92230 -2.07783 -1.44925 0.10
H 4.18433 -1.00698 -2.17033 0.11
H 5.68095 -2.66590 -1.16353 0.09
C -0.38520 -2.95535 -2.17243 -0.07
C -1.65071 -3.02168 -3.00359 -0.29
O -1.56453 -1.99736 -4.00674 -0.10
H -0.20504 -3.86365 -1.59388 0.08
H -0.37860 -2.13040 -1.46058 0.05
H 0.46882 -2.89842 -2.84843 0.07
H -2.55565 -2.84291 -2.41680 0.09
H -1.72404 -4.00343 -3.47981 0.11
H -2.39096 -2.02396 -4.50092 0.09
C -0.20547 0.49719 0.60692 -0.10
O 1.09939 0.28984 1.21746 -0.19
H -0.82706 0.57853 1.49551 0.06
H -0.25368 1.44348 0.07339 0.06
H -0.39773 -0.34969 -0.04585 0.06
H 0.93279 -0.30334 1.97812 0.01
C -2.58140 0.58713 4.07091 -0.17
O -2.46723 0.37339 5.46586 -0.11
H -1.63568 0.70529 3.53974 0.06
H -3.19078 -0.14442 3.54619 0.06
H -3.14996 1.50212 3.88401 0.06
H -2.10174 1.16247 5.87141 0.07
```

Orbital gap = 8.580 eV
LUMO = -0.10 eV
Total charge = 0
SMILES string = NC(N)=O.NC(N)=O.NC(N)=O.NC(N)=O.NC(N)=O.NC(N)=O.CCO.CCO.CCO.CO.CO
ΔE to the lowest compared entry with this formula, charge and spin = 0.00 kcal/mol